{"formula": "C40H36BrF4HoN4O5", "method": "ωB97M-V/def2-TZVPD", "species": ["Ho", "C", "N", "C", "C", "C", "N", "C", "C", "F", "C", "F", "C", "C", "F", "C", "F", "H", "H", "H", "H", "H", "H", "H", "H", "H", "H", "H", "O", "C", "C", "C", "C", "C", "C", "C", "O", "N", "N", "C", "C", "Br", "C", "C", "C", "C", "C", "C", "C", "H", "H", "H", "H", "H", "H", "H", "H", "H", "H", "H", "H", "H", "H", "O", "C", "C", "O", "O", "C", "C", "C", "C", "C", "C", "C", "C", "C", "C", "C", "C", "H", "H", "H", "H", "H", "H", "H", "H", "H", "H", "H"], "coordinates": [[0.47182, 0.16955, 0.26785], [1.94426, 3.00257, -0.72373], [2.46630, 1.62537, -0.67618], [2.97499, 1.30492, -2.01754], [3.55686, 1.52588, 0.31815], [3.71065, 0.11548, 0.88567], [2.41565, -0.32261, 1.37434], [2.30171, -1.39762, 2.16654], [1.03919, -1.67638, 2.75579], [0.00007, -0.80788, 2.45713], [0.79271, -2.73190, 3.59350], [-0.43165, -2.88448, 4.10963], [1.78604, -3.63665, 3.91865], [3.03068, -3.41277, 3.35907], [4.02381, -4.26881, 3.62773], [3.29043, -2.35026, 2.52111], [4.53282, -2.25411, 1.99423], [2.73835, 3.71894, -0.96988], [1.51155, 3.28669, 0.23447], [1.16962, 3.06779, -1.48767], [3.68899, 2.06828, -2.35092], [2.14831, 1.26464, -2.72719], [3.47636, 0.33991, -2.01667], [3.32939, 2.20151, 1.14436], [4.50704, 1.84938, -0.12456], [4.44796, 0.15739, 1.69172], [4.11829, -0.55299, 0.11420], [1.58971, -4.47780, 4.56481], [-1.24533, 2.69363, -3.14623], [-2.54864, 2.35271, -3.01094], [-3.48840, 2.94364, -3.85464], [-4.82709, 2.61400, -3.75808], [-5.25912, 1.68475, -2.82032], [-4.33312, 1.10080, -1.97439], [-2.98349, 1.43308, -2.04569], [-2.03614, 0.77310, -1.05232], [-0.69531, 0.96497, -1.26949], [-2.40570, 1.33053, 0.28938], [-1.48002, 1.55543, 1.19811], [-1.79269, 2.19556, 2.27288], [-0.83606, 2.50993, 3.29585], [0.98274, 2.13574, 2.77176], [-1.01755, 3.06098, 4.50134], [-2.27183, 3.43158, 5.15695], [-3.50064, 2.79886, 4.95107], [-4.64418, 3.24695, 5.59188], [-4.58818, 4.32669, 6.46016], [-3.36730, 4.93902, 6.70819], [-2.22434, 4.49035, 6.07206], [-0.76086, 2.15759, -2.47707], [-3.14592, 3.66941, -4.58177], [-5.54392, 3.07736, -4.42386], [-6.30366, 1.40849, -2.76036], [-4.64961, 0.35361, -1.25284], [-2.30205, -0.28819, -1.02194], [-3.33715, 1.69858, 0.42016], [-2.80638, 2.56478, 2.40546], [-0.12354, 3.31704, 5.05738], [-3.55916, 1.91642, 4.32809], [-5.58450, 2.73909, 5.41991], [-5.48413, 4.67950, 6.95355], [-3.30410, 5.76450, 7.40533], [-1.27503, 4.97361, 6.27057], [1.79133, -1.34319, -1.15459], [0.87688, -2.17531, -1.90747], [-0.54221, -1.94245, -1.29669], [-1.52626, -2.16165, -1.97192], [-0.51154, -1.61027, -0.05055], [1.05062, -1.85625, -3.38409], [2.24356, -2.25914, -3.98768], [2.48346, -2.00581, -5.32659], [1.52709, -1.34434, -6.08625], [0.35370, -0.91689, -5.48706], [0.11446, -1.16522, -4.14052], [1.11240, -3.65383, -1.61020], [0.66401, -4.63028, -2.49678], [0.88095, -5.96964, -2.22055], [1.53792, -6.34885, -1.05685], [1.94897, -5.38350, -0.15316], [1.72934, -4.03973, -0.42433], [2.64430, -1.78835, -1.16425], [2.98703, -2.79573, -3.40715], [3.41011, -2.33753, -5.77772], [1.69858, -1.17151, -7.14090], [-0.38920, -0.39060, -6.07277], [-0.80597, -0.83189, -3.68366], [0.13286, -4.33220, -3.39108], [0.53693, -6.71956, -2.92122], [1.71056, -7.39735, -0.85028], [2.43515, -5.67131, 0.77059], [2.01544, -3.29577, 0.30894]], "forces_ev_per_angstrom": [[1.92, 1.31, 1.55], [0.03, 0.02, -0.06], [-0.13, 0.23, 0.07], [-0.07, -0.15, 0.00], [0.02, -0.25, 0.12], [-0.23, 0.05, -0.02], [0.53, 0.18, 0.07], [-0.03, -0.33, 0.52], [0.21, 0.11, -0.08], [0.25, -0.24, 0.16], [0.00, -0.06, -0.02], [-0.12, 0.04, -0.01], [0.04, 0.02, -0.04], [-0.28, -0.03, 0.10], [0.14, -0.06, -0.02], [-0.11, 0.18, -0.10], [0.07, 0.00, -0.03], [0.00, -0.01, -0.01], [0.01, -0.04, 0.01], [0.02, 0.02, 0.01], [0.00, 0.02, 0.04], [0.00, -0.06, -0.01], [-0.04, 0.00, 0.00], [-0.03, 0.03, -0.03], [-0.02, 0.10, -0.01], [0.13, 0.01, -0.09], [0.08, 0.00, 0.00], [0.04, 0.00, 0.01], [-0.05, 0.04, 0.08], [-0.19, -0.06, 0.18], [0.13, 0.07, -0.08], [-0.03, -0.05, 0.04], [-0.13, -0.03, 0.02], [0.10, 0.04, -0.11], [0.33, -0.02, -0.06], [-0.86, 0.26, -0.05], [-0.52, 0.59, -1.12], [-0.12, 0.01, -0.20], [-0.12, -0.04, 0.15], [-0.21, -0.09, -0.27], [0.68, 0.04, 0.15], [-0.32, 0.17, 0.33], [0.16, -0.11, -0.19], [-0.25, 0.18, 0.16], [0.12, -0.10, -0.02], [-0.07, 0.00, 0.01], [0.03, 0.01, 0.00], [-0.03, 0.01, 0.04], [0.02, -0.02, -0.10], [-0.01, -0.06, -0.10], [0.03, -0.04, 0.00], [0.03, 0.02, -0.01], [0.01, 0.02, 0.00], [-0.01, -0.02, -0.03], [0.15, -0.02, -0.04], [-0.03, 0.14, 0.00], [-0.02, 0.02, 0.01], [0.00, -0.03, 0.01], [0.01, 0.01, -0.03], [0.01, 0.00, 0.00], [0.00, -0.02, 0.00], [-0.01, 0.00, -0.01], [0.00, -0.01, -0.01], [-0.59, -0.33, -0.41], [-0.36, -0.22, -0.05], [-0.04, -0.56, -0.83], [0.07, -0.08, 0.21], [-0.79, -1.11, -0.15], [-0.01, -0.03, 0.03], [-0.07, 0.02, 0.04], [0.05, 0.00, 0.02], [0.02, -0.02, 0.01], [0.01, 0.04, -0.05], [-0.03, 0.09, 0.06], [0.29, 0.00, 0.08], [0.00, 0.08, 0.05], [-0.02, 0.04, -0.04], [-0.03, -0.05, 0.02], [0.01, -0.03, 0.02], [-0.02, 0.05, -0.05], [0.20, 0.15, 0.24], [-0.02, -0.05, -0.01], [-0.01, 0.01, -0.02], [0.00, 0.04, 0.01], [-0.01, 0.01, 0.03], [0.00, -0.03, -0.04], [0.04, -0.01, -0.05], [0.00, -0.01, 0.02], [0.01, 0.01, 0.01], [0.00, 0.01, 0.00], [0.03, -0.02, -0.01]], "multiplicity": 5, "s2": 6.003, "largest_force_ev_per_a": 2.80, "total_energy_ev": -164975.69618}